263
Properties=species:S:1:pos:R:3:mulliken_spin:R:1 method="wB97M-V/def2-TZVPD" de_lowest_kj_mol=0.0 multiplicity=5 total_charge=+2
Pt 18.90618 15.67819 25.91945 1.191
Pt 11.90402 14.29372 22.99733 1.393
C 14.88080 15.28119 24.32889 0.014
C 14.18635 16.16000 23.57322 0.001
C 14.70851 17.51222 23.05317 -0.008
O 14.08870 18.25777 22.28153 -0.015
C 15.98678 17.91080 23.58573 0.020
C 16.75063 17.04039 24.44996 -0.014
C 16.07538 15.68387 24.95808 -0.069
O 16.73943 15.01769 25.76773 0.123
O 17.94272 17.31026 24.80722 0.316
O 13.06916 15.87114 23.06137 0.198
H 14.40976 14.32725 24.55672 0.004
H 16.47620 18.84260 23.37832 0.002
C 20.60465 19.09478 29.21683 0.000
O 19.97998 18.33959 28.17554 0.019
C 18.61126 18.56619 27.99534 0.015
C 17.80646 17.34776 28.31203 -0.031
N 18.64036 16.18880 28.02176 0.140
C 18.16344 14.97526 28.72819 0.014
C 19.23001 13.91678 28.58747 -0.010
O 19.81068 13.93741 27.23918 0.114
C 19.87150 12.63736 26.62564 -0.009
H 20.50475 20.14712 29.05924 0.000
H 21.65235 18.82073 29.19940 0.000
H 20.19104 18.83545 30.22220 0.000
H 18.56173 18.76866 26.90920 0.000
H 18.30369 19.45137 28.53475 -0.004
H 16.92827 17.32982 27.68984 0.017
H 17.53688 17.35039 29.38768 0.001
H 19.57560 16.46042 28.42513 -0.007
H 17.20779 14.79096 28.25150 -0.001
H 17.91398 15.23074 29.76148 -0.003
H 18.73449 12.94340 28.86968 0.000
H 20.11492 14.10486 29.24078 -0.001
H 20.45879 12.68837 25.74470 0.003
H 18.89349 12.26974 26.29740 0.003
H 20.34621 11.82985 27.18134 0.000
C 17.53603 21.14162 13.85452 0.000
O 16.62891 21.32927 14.92856 0.000
C 15.72154 22.37068 14.67022 0.000
C 15.25758 22.80790 16.03193 0.000
N 14.77628 21.61942 16.76049 0.000
C 14.35609 21.81682 18.10999 0.000
C 15.45421 22.18237 19.13360 0.000
O 16.43831 21.19065 19.30213 0.000
C 16.05714 19.82998 19.53730 0.001
H 18.29329 21.95102 13.87540 0.000
H 17.00696 21.25877 12.88293 0.000
H 18.03132 20.15426 13.81413 0.000
H 14.86535 21.97708 14.13341 0.000
H 16.17033 23.21013 14.10834 0.000
H 14.41622 23.50901 16.00676 0.000
H 16.07108 23.30820 16.55926 0.000
H 15.43342 20.86270 16.70477 0.000
H 13.83443 20.89014 18.48450 0.000
H 13.60997 22.62497 18.15216 0.000
H 14.99732 22.44540 20.09324 0.000
H 16.04478 22.98094 18.76398 0.000
H 15.10620 19.75390 20.09813 0.001
H 16.86982 19.36165 20.10051 -0.001
H 15.96599 19.34835 18.59025 -0.001
C 13.76676 11.24269 23.23037 0.004
O 13.57817 12.51354 22.52419 0.075
C 13.09760 12.18461 21.18198 0.015
C 13.07304 13.48884 20.36451 0.014
N 11.92557 14.29790 20.79212 0.178
C 11.83343 15.63329 20.14246 -0.001
C 11.10012 15.57841 18.84947 0.004
O 9.71237 15.34082 19.15218 -0.001
C 8.89864 15.48783 18.00306 0.000
H 14.05901 11.40083 24.26893 -0.005
H 14.51212 10.57504 22.71873 0.002
H 12.84379 10.69322 23.26771 0.001
H 12.12320 11.71273 21.17469 -0.009
H 13.90476 11.60813 20.67872 0.003
H 13.03652 13.13292 19.34200 -0.007
H 13.99072 14.02884 20.67124 0.001
H 11.04129 13.80488 20.63031 0.001
H 12.83228 16.09056 20.08524 0.001
H 11.24249 16.32463 20.73234 -0.007
H 11.44959 14.80479 18.13136 0.003
H 11.05200 16.50949 18.32550 0.001
H 9.00266 16.45470 17.50037 0.000
H 7.79008 15.46391 18.28334 0.000
H 9.00549 14.68402 17.34374 0.000
C 17.73747 17.43092 12.05958 0.000
O 16.92411 18.00104 13.09879 0.000
C 16.42102 17.04823 14.01854 0.000
C 15.74910 17.82740 15.09878 0.000
N 15.08032 16.90978 16.00016 0.000
C 14.20160 17.70963 16.90631 -0.001
C 13.15728 18.57931 16.22783 0.000
O 12.53865 17.80888 15.24358 0.000
C 11.58738 18.53552 14.47422 0.000
H 17.13501 17.05952 11.23079 0.000
H 18.35253 16.62106 12.51085 0.000
H 18.30220 18.29513 11.73936 0.000
H 17.21263 16.43398 14.54909 0.000
H 15.69754 16.38221 13.56508 0.000
H 15.10120 18.54057 14.63553 0.000
H 16.55654 18.30740 15.64099 0.000
H 14.50171 16.31789 15.43109 0.000
H 14.74481 18.33633 17.64606 0.000
H 13.69659 16.94287 17.48594 0.000
H 13.58912 19.49074 15.77219 0.000
H 12.50403 18.91333 17.04674 0.000
H 12.02141 19.48265 14.11341 0.000
H 10.68487 18.69580 15.01087 0.000
H 11.25634 18.01047 13.59079 0.000
O 13.64119 15.44037 28.18848 0.000
H 13.97466 15.42506 29.09262 0.000
H 12.69701 15.60908 28.27956 0.000
O 16.71300 12.03832 23.44937 -0.001
H 16.43063 12.58219 22.69727 0.001
H 17.58669 12.45080 23.68278 -0.002
O 9.94357 15.35148 22.84163 0.093
H 9.52576 15.39336 21.98341 -0.007
H 9.78830 16.22614 23.30023 -0.009
O 11.44945 14.26774 25.32641 0.055
H 12.21093 13.92898 25.81126 -0.002
H 11.32376 15.15658 25.72804 -0.001
O 10.95314 16.13333 27.14568 0.001
H 10.03398 16.30056 27.41396 0.000
H 11.24534 17.03892 26.86222 0.000
O 18.64309 14.34586 24.10042 0.093
H 19.57074 14.16589 23.81571 -0.008
H 18.23100 14.84627 23.35454 -0.008
O 15.17524 16.90432 20.02639 -0.001
H 15.66593 17.24512 19.23468 0.000
H 14.72757 17.64782 20.48376 0.001
O 13.64048 21.59168 25.22999 0.000
H 13.98853 21.13537 26.01831 0.000
H 14.17362 21.30561 24.46844 0.000
O 9.64688 12.71371 22.80264 0.030
H 8.99491 13.19355 23.26507 -0.001
H 9.72320 11.86452 23.24464 -0.003
O 23.99366 13.49719 27.83140 0.000
H 24.81162 13.94702 27.70073 0.000
H 23.51118 14.20350 28.20643 0.000
O 21.03850 16.69284 25.99195 0.111
H 20.96640 17.41289 26.60743 0.003
H 21.13472 17.05985 25.10367 -0.004
C 16.91274 23.86236 27.65947 0.000
C 17.47558 22.43112 27.69249 0.000
O 16.63011 21.63948 28.48152 0.000
O 16.96443 24.40024 29.00750 0.000
H 15.86265 23.91996 27.37210 0.000
H 17.43667 24.49252 26.92480 0.000
H 18.53567 22.48204 28.05634 0.000
H 17.35000 22.02914 26.65400 0.000
H 16.20648 22.13212 29.21619 0.000
H 17.69046 25.00531 29.04572 0.000
C 10.55290 20.53103 18.26767 0.000
C 10.67178 21.71480 19.25671 0.000
O 9.70327 21.49889 20.30476 0.000
O 11.00747 19.34636 18.75620 0.000
H 11.09827 20.75659 17.37993 0.000
H 9.51623 20.56478 17.92994 0.000
H 10.44229 22.63655 18.66409 0.000
H 11.61749 21.72661 19.80739 0.000
H 8.81174 21.33841 19.92398 0.000
H 10.60066 19.07741 19.58368 0.000
C 14.18090 18.83259 27.82265 -0.002
C 13.58498 18.23504 26.55352 0.000
O 12.19261 18.36209 26.27589 -0.001
O 14.39208 20.21223 27.60251 0.000
H 15.11528 18.28749 27.97358 0.002
H 13.58317 18.55423 28.71765 0.000
H 13.83337 17.15558 26.59609 0.000
H 14.09315 18.61360 25.66246 0.000
H 12.09716 19.10060 25.61221 0.000
H 15.19906 20.51171 28.03486 0.000
C 20.02755 19.21582 20.66004 0.000
C 20.88477 20.19319 21.41699 -0.001
O 21.58025 19.47022 22.44884 0.000
O 18.96553 18.60968 21.43008 0.000
H 20.68408 18.41017 20.31792 0.000
H 19.56211 19.75977 19.78010 0.000
H 20.30401 21.01830 21.78430 0.000
H 21.56210 20.61242 20.64510 0.000
H 21.76718 20.09424 23.15070 0.000
H 19.28870 17.82127 21.84053 0.000
C 16.81413 22.82888 23.17048 0.001
C 16.59380 21.36223 23.07626 -0.001
O 15.17312 21.03395 22.94008 0.000
O 17.67267 23.08446 24.23338 0.000
H 15.81876 23.32513 23.34831 0.000
H 17.23295 23.33481 22.24878 0.000
H 16.96490 20.94885 24.00347 0.001
H 17.10863 20.98349 22.19084 0.000
H 15.12417 20.24194 22.41896 0.000
H 17.90903 24.02727 24.25444 0.000
C 15.13863 13.38034 31.25520 0.000
C 14.74179 14.67106 31.93298 0.000
O 13.91391 15.47786 31.09580 0.000
O 16.31943 13.57614 30.44795 0.000
H 14.31083 12.90379 30.67188 0.000
H 15.33194 12.63966 32.04027 0.000
H 15.67815 15.14247 32.20604 0.000
H 14.21973 14.49276 32.87839 0.000
H 13.73599 16.22570 31.65363 0.000
H 16.31858 13.38936 29.49918 0.000
C 11.56362 20.05047 23.23094 -0.002
C 10.35198 19.27033 22.67654 0.001
O 10.12278 18.05920 23.31648 -0.003
O 11.47175 20.20154 24.67587 0.000
H 11.56828 21.02910 22.71096 0.000
H 12.51453 19.55033 23.12450 0.001
H 10.67750 19.09435 21.66739 0.000
H 9.51085 19.91532 22.64497 0.000
H 9.99656 18.28859 24.23574 -0.001
H 11.97078 21.01485 24.92656 0.000
C 22.78915 15.84572 23.38332 0.001
C 22.36914 14.57545 24.15533 -0.003
O 21.30102 13.90211 23.49686 0.000
O 21.67371 16.72595 23.57122 -0.004
H 22.89601 15.63975 22.30855 0.000
H 23.69502 16.26284 23.83050 -0.001
H 21.98497 14.77989 25.18300 0.002
H 23.22260 13.89461 24.26531 0.000
H 21.57410 12.99943 23.22868 0.000
H 21.81112 17.56140 23.14345 -0.001
C 17.94641 14.56141 20.20256 -0.001
C 16.78471 13.80758 19.66164 0.001
O 16.26840 12.84883 20.63018 0.001
O 17.70313 15.20229 21.46634 0.000
H 18.27191 15.32023 19.47905 0.000
H 18.78578 13.97654 20.50962 0.001
H 17.16375 13.29867 18.76044 0.000
H 15.97930 14.41239 19.33525 0.000
H 16.54863 11.96809 20.39872 0.000
H 17.06215 15.92223 21.39603 0.001
C 15.55169 11.92220 26.86190 0.001
C 14.05360 12.24556 26.94228 -0.001
O 13.78343 13.49864 26.31848 -0.006
O 16.21606 12.92007 27.61814 -0.001
H 15.90476 11.95819 25.83073 0.000
H 15.69473 10.95394 27.35505 0.000
H 13.59620 12.12865 27.93558 0.000
H 13.46442 11.46660 26.39649 0.000
H 13.90389 14.22393 26.95772 -0.001
H 16.39198 13.66164 27.01524 -0.008
C 17.01631 8.08338 21.99808 0.000
C 18.07426 8.60865 21.03403 0.000
O 17.48567 9.35824 19.94804 0.000
O 16.12489 9.12484 22.30220 0.000
H 17.55972 7.81742 22.94171 0.000
H 16.53385 7.18936 21.58522 0.000
H 18.66412 7.77047 20.61283 0.000
H 18.76932 9.32272 21.52366 0.000
H 18.25132 9.50758 19.34964 0.000
H 16.66801 9.89948 22.36379 0.000
C 21.70056 21.84814 25.33519 0.000
C 20.42105 21.01702 25.46423 -0.001
O 20.74424 19.66863 25.53347 0.002
O 22.59112 21.48961 26.37145 0.000
H 21.50308 22.90894 25.34668 0.000
H 22.12820 21.63789 24.34268 0.000
H 19.79890 21.33431 24.61298 0.000
H 19.82626 21.32718 26.36695 0.000
H 20.16412 19.23386 24.87761 -0.003
H 23.31088 20.89605 26.07745 0.000